Entry 1:
ORCA calculation (ωB97M-V/def2-TZVPD) on a 6-piece molecular cluster, C29H49N3O12S5 overall.

Values from the calculation:
structure (SMILES)	NCc1cc(N)cc2c1C(=O)NC2=O.O=S1(=O)CCCC1.O=S1(=O)CCCC1.O=S1(=O)CCCC1.O=S1(=O)CCCC1.O=S1(=O)CCCC1
LUMO level	-1.48	eV
strongest force on any atom	0.1692	hartree/bohr
orbital gap	0.26759	Ha

```
! wB97M-V def2-TZVPD RIJCOSX def2/J DEFGRID3
* xyz 0 1
H 1.90732 0.31864 -1.56914
C 2.64579 0.56773 -2.33539
H 4.61510 -1.37551 -4.58830
H -4.15969 6.48648 7.40180
S 2.54692 -0.62214 -3.66433
H 4.82320 2.35589 4.35295
C -0.82241 -3.30979 -2.75176
C 4.97228 0.02286 -2.93603
H 5.87176 -0.66507 3.76335
C 1.09296 3.61921 3.88836
H 5.91376 -1.84074 -8.96332
H 4.35242 -2.55190 -10.63236
H 5.09606 0.83736 -3.65971
H -2.41258 -2.23981 -4.77446
C 3.67643 2.25544 4.12566
N 5.13518 -0.51025 3.03207
H -2.09779 -3.86082 -1.07176
H -3.24140 3.82552 4.48414
H -1.30187 -0.18824 4.34394
O -4.17936 -3.90526 -3.76032
H -1.23228 -1.28908 -2.10713
C 5.56729 -2.87216 -8.85476
H 3.23474 -4.54365 -7.56553
S -2.52267 5.25544 6.21733
C 4.32902 -3.13893 -9.70892
H -4.30336 -1.32208 0.44840
H -2.81782 2.90066 5.95935
O -1.66737 5.81292 5.18868
C 1.34988 0.82529 3.48683
C -4.76010 3.91818 6.03174
H 3.03564 5.43089 5.25899
O 1.69959 -1.72451 -3.25537
H -5.25996 5.56063 4.72618
C -4.00612 6.24246 6.34703
O -2.04235 4.96815 7.55258
H 0.43906 4.58971 3.91254
C -5.14263 5.37943 5.80151
H -4.81127 0.66051 1.82001
O -2.24439 2.39590 2.95861
C -2.50766 -1.86948 -3.74934
H -3.00936 -0.90033 -3.74458
H -2.15326 -5.01018 -2.44311
S -5.35896 -0.50609 3.79593
C -4.60934 -1.47461 1.48750
H -4.83913 3.67907 7.09898
H -3.35375 -0.04849 2.58417
H 4.11210 -0.25025 -0.97707
H 4.29808 -4.19779 -9.99318
H -6.32410 -2.79692 1.20421
O 0.53600 -1.54137 2.55925
O -4.12975 -2.36659 -1.74231
H -4.01772 -2.30190 1.89740
C 4.07093 0.48331 -1.79140
H -6.67501 -1.07639 1.01165
C 4.24823 -1.14661 -3.58630
H -0.55019 -3.81737 -3.68514
H 2.43354 1.55710 -2.74983
H -5.41510 3.23553 5.48257
H 3.11864 -1.39814 3.09988
C -6.48277 -1.69178 3.07284
H -3.88363 7.16029 5.76641
C -2.07354 -3.95737 -2.16069
C 3.35143 -3.45742 -7.50605
O -4.52471 -1.19115 4.76074
C -1.13226 1.70996 3.23383
H 4.29470 -2.03884 -2.95480
H 0.02854 -3.39950 -2.06931
H 2.18014 -3.16862 -9.31683
N 3.43900 4.93057 4.43116
C -3.31409 3.79355 5.57535
H -6.35078 -2.64462 3.59279
O -6.08696 0.70421 4.12098
C 3.77973 -0.63399 3.69696
S 5.06444 -3.11161 -7.15727
C 2.96410 0.78590 3.77802
H 6.37817 -3.56464 -9.09451
O 5.14486 -1.84023 -6.46933
C -4.39914 -0.21994 2.32200
C 0.41008 2.16798 3.54848
H -7.51024 -1.33988 3.19527
H 5.25812 0.41443 2.55046
C 2.73879 3.61503 4.15459
S -3.46489 -3.05676 -2.82756
N -1.15872 0.17315 3.35375
C 3.10443 -2.80527 -8.85825
H 5.96506 -0.26707 -2.57974
H 3.96182 -1.09627 4.77091
C -1.15810 -1.84875 -3.04719
H 4.39523 1.44551 -1.38288
H 2.71971 -3.05417 -6.71278
O 2.34353 0.09159 -4.90746
H 4.47063 4.79051 4.53951
O 5.68732 -4.31384 -6.64045
H -0.39099 -1.37267 -3.66486
C -6.09782 -1.80129 1.59843
H -6.09373 5.62931 6.28199
H 3.02056 -1.71819 -8.74133
C 0.26881 -0.34002 3.08401
*
```

These are the Löwdin partial charges, in e, on atoms 1 to 2: 0.106, -0.222

Entry 2:
ORCA calculation (ωB97M-V/def2-TZVPD) on a 5-piece molecular cluster, C24H60F2N9O9P3 overall.

Values from the calculation:
structure (SMILES)	CN(C)P(=O)(N(C)C)N(C)C.CN(C)P(=O)(N(C)C)N(C)C.CN(C)P(=O)(N(C)C)N(C)C.O=C1OC[C@@H](F)O1.O=C1OC[C@@H](F)O1
LUMO level	0.18	eV
strongest force on any atom	0.0217	hartree/bohr
orbital gap	0.31204	Ha
energy above the lowest of the compared OMol25 structures with the same formula, charge and spin	5.8	kcal/mol

```
! wB97M-V def2-TZVPD RIJCOSX def2/J DEFGRID3
* xyz 0 1
H -3.32162 15.25279 14.16927
H 1.50637 13.84459 12.10861
O 2.07927 16.37774 14.34486
H 4.91248 22.48265 12.00156
H 0.71176 13.98459 9.66211
C 1.83848 11.15541 8.24870
C -2.70694 16.13903 14.32697
H 2.53521 10.97329 11.55018
N 1.57916 22.48262 13.83870
H 1.08914 11.92514 8.02738
H -3.32145 16.91562 14.77213
H 3.27910 13.46694 12.30603
C 4.28139 25.06138 13.76474
C 4.63432 22.72957 13.03771
O 7.87098 20.00550 13.94935
H 1.47483 15.57861 9.90789
H 8.15751 17.11406 14.06827
H 5.38729 19.19817 16.13719
C 5.45762 20.25641 16.36449
C 1.64613 14.55544 9.56760
H 0.08727 21.10093 14.23342
H 5.05050 25.48094 13.11313
H 3.54482 19.03635 13.46816
H 8.19226 17.16072 17.46215
H 4.17475 21.81594 13.43309
H 2.09349 21.71053 15.73503
N 1.98392 23.02955 11.33498
H 8.07339 22.29161 16.74640
H 6.42736 17.48851 14.04228
H 4.88799 20.76172 15.56806
H 5.68683 10.70869 11.60051
P 2.11156 23.70847 12.85038
H 1.49672 9.94118 10.57072
C 10.22893 20.94622 15.25978
H 6.27713 13.61673 10.26969
P 7.88718 19.70819 15.39314
C -1.07130 15.91951 12.81234
H 10.11646 18.58164 17.39895
O -0.64426 15.29497 13.96040
P 3.53041 12.72837 9.59176
N 7.45632 18.16454 15.76557
H 6.08098 10.97607 9.89142
H 6.27582 12.93373 11.90067
C 1.85834 22.66009 15.25594
H 2.63204 23.55327 9.40331
H 1.27823 10.22083 8.31714
C 0.20180 22.00171 13.62917
H 6.37447 22.53822 16.97929
H 1.04302 23.19063 15.75676
H 2.56694 11.07737 7.44682
H 9.10524 19.92731 18.08941
H 2.38952 24.90978 10.45816
H 1.77064 20.97237 11.76174
F 2.37742 19.42651 15.08377
H 1.91562 14.61660 8.51413
H 2.08409 17.32954 12.56939
C 7.10047 22.07191 16.30734
N 3.74099 23.85909 13.11697
H 0.04588 21.76538 12.58404
C 2.96740 18.52549 14.23374
H 3.23407 21.35501 10.91113
H 7.15835 18.52649 17.81044
C 5.26968 10.98255 10.63125
O 3.74095 17.68955 15.02306
F -1.58084 14.85032 15.96103
C 1.99000 23.92779 10.20537
N 9.40573 19.98524 15.99567
H 1.00248 11.63425 10.90969
O 1.42939 25.00708 12.97044
H 0.89996 17.99176 13.70356
O -0.46972 15.88456 11.79749
H 7.02807 16.22709 15.09422
C 3.20706 16.42820 15.06587
N 2.70079 13.95108 10.35222
O -2.19227 16.62780 13.06761
H 10.73496 20.20510 17.59284
C -1.40330 15.80940 15.02414
C 9.84264 19.63559 17.33438
H 9.83372 21.96627 15.33150
C 2.52685 14.05254 11.78258
H 2.78363 15.07541 12.11077
H 5.15970 14.23482 11.49909
H -0.51842 22.76543 13.93496
C 7.26435 17.21065 14.68880
H 7.00414 22.50088 15.30610
H 5.58544 22.91375 13.53419
H 4.63771 24.82865 14.76987
C 5.63485 13.33399 11.11373
H -0.91703 16.67312 15.48020
N 4.67202 12.31721 10.71826
H 2.74956 23.28294 15.37876
C 2.17516 21.64024 11.00305
H 3.50219 25.81859 13.82463
H 4.51791 10.26699 10.31466
H 0.97791 24.04808 9.80548
C 1.84537 10.96323 10.70739
N 6.85688 20.63901 16.32628
H 10.30227 20.67249 14.21135
H 11.22446 20.97208 15.69805
H 5.02973 20.52857 17.33037
O 3.67884 15.53972 15.68324
H 6.42129 17.01501 17.19403
C 1.91389 17.61042 13.60843
N 2.54005 11.40276 9.50606
C 7.28306 17.67711 17.14097
O 4.05030 13.13243 8.28139
H 1.68867 21.40537 10.05484
*
```

These are the Löwdin partial charges, in e, on atoms 1 to 2: 0.146, 0.080

Entry 3:
ORCA calculation (ωB97M-V/def2-TZVPD) on H8Li3O16S3 as an isolated structure.

Values from the calculation:
LUMO level	5.25	eV
strongest force on any atom	0.0651	hartree/bohr
orbital gap	0.14819	Ha
energy above the lowest of the compared OMol25 structures with the same formula, charge and spin	5.5	kcal/mol

```
! wB97M-V def2-TZVPD RIJCOSX def2/J DEFGRID3
* xyz -3 1
O -1.29927 0.15638 -1.54943
H 2.68034 -0.50565 -0.64681
O -3.00377 0.45274 2.77154
O -2.25294 1.95148 0.99882
O -2.74262 -1.52351 -0.64496
H 0.57639 -0.00924 2.46072
H 1.57944 -0.96481 3.11206
O -2.59079 -1.25900 -3.03809
O -1.09609 -0.10178 1.39388
H 2.04150 1.04026 -1.44711
O 2.20325 -3.21612 -0.85818
O 1.07019 -1.05708 -0.47992
H 0.01801 2.99179 0.62884
Li -0.72192 1.31890 -2.88299
O 0.03231 -3.19585 0.18063
O 3.49190 -0.12143 -1.08891
O -0.94975 1.68070 2.99682
S -2.59034 -0.56060 -1.74047
S -1.87301 1.01991 2.04053
O 1.39749 -0.02633 3.01399
Li -0.00041 0.55584 -0.19704
H 4.21040 -0.67078 -0.77241
H 0.23064 2.11353 1.87632
O 0.32432 -2.57567 -2.13297
S 0.92063 -2.50359 -0.80343
O 0.65036 2.37100 1.00716
O 1.23197 1.54435 -1.67563
O -3.64328 0.47570 -1.72251
Li -1.37731 -1.85022 0.77723
H 1.48235 2.46910 -1.57769
*
```

These are the Löwdin partial charges, in e, on atoms 1 to 2: -0.580, 0.004

Entry 4:
ORCA calculation (ωB97M-V/def2-TZVPD) on one molecule with the formula CH3O4P.

Values from the calculation:
LUMO level	-0.41	eV
strongest force on any atom	0.0425	hartree/bohr
orbital gap	0.33267	Ha
energy above the lowest of the compared OMol25 structures with the same formula, charge and spin	135.1	kcal/mol

```
! wB97M-V def2-TZVPD RIJCOSX def2/J DEFGRID3
* xyz 0 1
H -1.47609 -0.42559 -0.30391
P 0.05696 1.91422 -0.69930
H 0.93352 -0.93339 1.09455
C -0.42306 -0.72119 -0.34827
H -0.28586 -1.66804 -0.88400
O 1.33588 2.53569 -0.90223
O 0.38142 0.23844 -0.87556
O -0.04904 -0.99993 1.03755
O -0.47375 0.05978 1.88118
*
```

These are the Löwdin partial charges, in e, on atoms 1 to 2: 0.132, 0.920